ORCA calculation (wB97M-V/def2-TZVPD) on a molecular structure, C29H70N13OTi.

```
114
C29H70N13OTi wB97M-V/def2-TZVPD
Ti -0.625 0.516 -0.342
C -2.650 -4.715 -1.383
N -2.645 -3.387 -0.755
C -3.863 -3.090 -0.002
C -1.599 -2.554 -0.850
N -1.714 -1.235 -0.952
C -3.026 -0.730 -1.420
C -2.885 0.611 -2.116
N -2.214 1.592 -1.221
C -3.128 2.133 -0.165
C -2.546 1.898 1.222
N -1.935 0.555 1.295
C -2.412 -0.311 2.210
N -1.659 -1.373 2.580
C -0.213 -1.348 2.643
C -2.239 -2.603 3.119
N -3.622 -0.191 2.795
C -4.848 0.193 2.100
C -3.811 -0.425 4.234
C -1.590 2.695 -1.982
C -0.599 3.457 -1.126
N 0.226 2.555 -0.266
C 1.085 3.258 0.499
N 1.564 4.459 0.099
C 2.008 4.734 -1.262
C 1.724 5.589 1.020
N 1.525 2.811 1.706
C 2.793 3.275 2.271
C 0.690 2.156 2.700
N -0.321 -3.104 -0.814
C -0.098 -4.354 -0.087
C 0.515 -2.980 -2.008
H -3.579 -4.816 -1.942
H -2.604 -5.510 -0.639
H -1.827 -4.811 -2.084
H -4.082 -3.952 0.629
H -4.717 -2.920 -0.658
H -3.709 -2.227 0.640
H -3.707 -0.609 -0.576
H -3.494 -1.433 -2.113
H -3.866 0.982 -2.425
H -2.271 0.513 -3.009
H -4.102 1.662 -0.283
H -3.274 3.201 -0.330
H -3.308 2.054 1.982
H -1.774 2.646 1.409
H 0.117 -1.486 3.677
H 0.203 -2.164 2.045
H 0.162 -0.397 2.282
H -3.302 -2.647 2.911
H -2.081 -2.688 4.195
H -1.751 -3.451 2.637
H -4.694 0.199 1.026
H -5.212 1.169 2.425
H -5.619 -0.544 2.329
H -2.851 -0.517 4.733
H -4.415 -1.312 4.426
H -4.329 0.439 4.648
H -2.357 3.378 -2.359
H -1.093 2.259 -2.839
H -1.107 4.188 -0.491
H -0.001 4.031 -1.830
H 2.005 3.818 -1.851
H 3.027 5.123 -1.221
H 1.384 5.481 -1.756
H 1.229 5.381 1.964
H 1.245 6.459 0.573
H 2.773 5.827 1.197
H 3.450 3.643 1.488
H 3.270 2.427 2.766
H 2.655 4.056 3.019
H 0.376 2.871 3.465
H 1.267 1.375 3.201
H -0.186 1.708 2.249
H -0.827 -4.462 0.712
H 0.899 -4.322 0.360
H -0.141 -5.237 -0.727
H 1.557 -3.158 -1.731
H 0.248 -3.721 -2.767
H 0.419 -1.984 -2.428
N 5.885 -1.836 0.516
C 4.524 -2.104 -0.134
C 3.372 -1.894 0.861
C 2.644 -0.529 0.769
N 1.405 -0.600 -0.058
C 3.600 0.540 0.244
C 4.217 0.242 -1.130
N 3.372 0.833 -2.188
C 4.380 -1.265 -1.395
H 6.041 -2.449 1.323
H 5.992 -0.872 0.841
H 6.646 -2.021 -0.146
H 4.589 -3.159 -0.397
H 3.717 -2.062 1.884
H 2.656 -2.696 0.671
H 2.338 -0.250 1.777
H 0.960 -1.517 0.067
H 1.691 -0.614 -1.037
H 4.393 0.659 0.991
H 3.099 1.505 0.209
H 5.209 0.706 -1.162
H 3.753 0.592 -3.102
H 3.469 1.845 -2.130
H 5.213 -1.450 -2.076
H 3.492 -1.642 -1.912
C -0.311 -0.797 -4.525
C 0.318 0.455 -3.963
O 0.457 0.406 -2.501
H 0.386 -1.633 -4.542
H -0.612 -0.605 -5.555
H -1.201 -1.097 -3.971
H -0.254 1.342 -4.233
H 1.322 0.587 -4.368
H 1.346 0.768 -2.301
```

Output
energy relative to the best compared isomer or geometry (same formula, charge and spin)	13.1	kJ/mol
LUMO level (alpha / beta)	-10.13 / -9.74	eV
<S²>	0.75
frontier orbital gap (alpha / beta)	8.6 / 9.0	eV
2S+1	2
charge	+4


ORCA calculation (wB97M-V/def2-TZVPD) on 4 unconnected molecules or ions with the total composition C20H48NO14S2.

```
85
C20H48NO14S2 wB97M-V/def2-TZVPD
C 3.660 2.080 -1.558
C 4.591 1.417 -0.379
O 4.000 1.455 0.968
S 4.270 2.941 1.756
O 3.244 3.955 1.198
O 3.890 2.704 3.270
N 5.929 3.489 1.761
S 6.198 4.809 0.650
O 5.380 6.107 0.996
O 6.070 4.405 -0.862
H 4.279 2.485 -2.482
H 2.932 1.244 -1.988
H 2.980 2.970 -1.205
H 5.692 1.863 -0.327
H 4.732 0.273 -0.673
H 7.568 5.192 0.818
C 2.510 -1.728 0.930
O 2.889 -2.239 -0.345
C 3.954 -3.184 -0.257
C 3.804 -4.263 -1.332
O 2.788 -5.231 -1.039
C 1.433 -4.778 -1.148
C 0.983 -4.524 -2.591
O 1.515 -3.287 -3.069
C 1.750 -3.305 -4.468
H 3.314 -1.118 1.349
H 1.621 -1.106 0.797
H 2.254 -2.544 1.613
H 3.985 -3.658 0.733
H 4.887 -2.634 -0.414
H 4.743 -4.829 -1.370
H 3.663 -3.834 -2.326
H 1.254 -3.913 -0.508
H 0.821 -5.595 -0.748
H -0.110 -4.446 -2.628
H 1.303 -5.362 -3.225
H 2.408 -4.135 -4.746
H 2.246 -2.370 -4.743
H 0.809 -3.376 -5.011
C -3.290 6.214 3.877
O -2.694 4.921 3.910
C -3.208 4.059 2.896
C -2.118 3.107 2.398
O -1.165 3.728 1.526
C -0.244 4.637 2.141
C 0.797 3.949 3.032
O 0.214 3.574 4.282
C 0.811 2.408 4.828
H -4.345 6.153 4.153
H -2.768 6.849 4.599
H -3.179 6.666 2.886
H -3.605 4.633 2.049
H -4.024 3.484 3.345
H -2.604 2.331 1.793
H -1.620 2.588 3.220
H -0.770 5.433 2.670
H 0.291 5.113 1.312
H 1.615 4.646 3.249
H 1.202 3.073 2.508
H 0.764 1.575 4.120
H 0.252 2.127 5.725
H 1.845 2.605 5.106
C -1.726 -1.524 -2.664
O -2.731 -2.508 -2.437
C -2.618 -3.114 -1.150
C -4.003 -3.469 -0.602
O -4.736 -2.338 -0.115
C -5.240 -1.436 -1.108
C -6.392 -2.015 -1.938
O -5.893 -2.931 -2.913
C -6.820 -3.965 -3.207
H -0.741 -1.995 -2.726
H -1.944 -1.026 -3.612
H -1.739 -0.768 -1.872
H -2.104 -2.451 -0.441
H -2.026 -4.025 -1.274
H -3.859 -4.120 0.270
H -4.593 -4.042 -1.320
H -4.436 -1.055 -1.739
H -5.631 -0.577 -0.550
H -6.900 -1.207 -2.477
H -7.112 -2.504 -1.268
H -7.114 -4.499 -2.297
H -6.335 -4.677 -3.880
H -7.699 -3.558 -3.702
```

Output
LUMO level	2.13	eV
frontier orbital gap	8.3	eV
charge	-1